Record 1
{"formula": "C4H9NO2S", "method": "the ωB97M-V functional and the def2-TZVPD basis", "elements": ["O", "H", "H", "N", "H", "H", "C", "O", "H", "C", "H", "H", "H", "C", "H", "S", "C"], "positions_angstrom": [[0.53308, 1.16772, -0.04987], [2.29639, 2.34220, 0.88922], [-1.87378, 1.48669, 1.27720], [-0.81541, -0.56908, 0.09976], [-1.27988, -2.34981, -1.16507], [2.38075, 1.51073, -0.87620], [-2.60563, 1.03151, 0.41144], [-1.67045, 0.26017, -0.53657], [1.25108, 3.05130, -0.32321], [1.67105, 2.06659, -0.11549], [-1.98599, -2.13463, 0.36865], [-3.01335, 1.93695, -0.47134], [-3.78858, 0.42275, 0.68695], [-1.01553, -1.99143, -0.10085], [-0.33073, -2.53796, 0.39092], [1.84915, -1.07490, 0.13737], [0.54420, -0.10157, -0.02539]], "atomic_forces_ev_per_a": [[-0.09, 3.60, 0.45], [-1.68, -1.70, -1.91], [-2.46, -1.26, -1.99], [3.56, -0.19, -0.10], [1.26, 0.84, 1.17], [-1.10, 1.90, 1.38], [-1.18, 1.19, -2.41], [-3.17, 1.24, 0.77], [0.02, -0.43, -0.90], [2.45, -1.24, 0.56], [-0.15, -0.45, 0.39], [1.41, -2.58, 3.16], [4.27, 1.59, -0.43], [-4.86, 1.45, -2.52], [2.47, -1.75, 1.34], [0.44, -0.06, -0.27], [-1.18, -2.17, 1.32]], "nbo_charge": [-0.50, 0.20, 0.23, -0.17, 0.19, 0.23, -0.32, -0.40, 0.21, -0.28, 0.20, 0.21, 0.21, -0.42, 0.23, -0.21, 0.39], "mol_weight_g_mol": 135.19, "e_above_lowest_kcal_mol": 146.1, "multiplicity": 1, "e_homo_ha": -0.3135, "e_lumo_ev": 0.67}

***

Record 2
{"formula": "C4H9NO2S", "method": "the ωB97M-V functional and the def2-TZVPD basis", "elements": ["C", "H", "H", "H", "C", "H", "H", "C", "H", "S", "N", "C", "O", "H", "H", "O", "H"], "positions_angstrom": [[-2.65969, 0.17524, 0.05939], [0.97020, -0.76248, 0.86278], [0.09592, 3.09659, -0.46902], [0.66218, -1.65234, -1.56790], [0.58243, 1.21141, 0.40894], [-3.92432, 0.84326, 1.28889], [1.89357, -0.33397, -1.72179], [0.70553, -0.04787, 0.05083], [0.73668, 1.77715, -1.52359], [-2.77613, -1.36842, 0.91058], [0.40207, 2.12007, -0.58963], [0.88727, -0.57037, -1.43099], [-3.22377, 1.22638, 0.68335], [0.56239, 1.63750, 1.42273], [-2.13155, -2.17668, 0.13546], [-2.08767, 0.14164, -0.99419], [0.22184, 0.00466, -2.08158]], "atomic_forces_ev_per_a": [[1.10, -1.55, -1.54], [-0.35, 0.43, -0.73], [0.54, -1.29, -0.13], [0.27, 0.84, 0.31], [-0.70, 1.20, -0.03], [1.12, 0.84, -0.69], [0.68, -0.21, -0.33], [1.42, -3.33, 0.33], [-0.89, 1.25, 1.48], [-1.46, 0.36, 2.57], [0.49, 1.47, -2.07], [-1.18, 0.67, 1.71], [-1.03, -0.95, 0.45], [0.00, -0.69, -0.36], [0.74, -0.29, -1.27], [-0.65, 1.58, 0.35], [-0.08, -0.32, -0.05]], "nbo_charge": [0.65, 0.20, 0.40, 0.22, -0.02, 0.50, 0.21, -0.30, 0.39, -0.08, -0.85, -0.66, -0.66, 0.20, 0.15, -0.56, 0.21], "mol_weight_g_mol": 135.19, "smiles": "C/C=C\\N.O=C(O)S", "e_above_lowest_kcal_mol": 46.5, "multiplicity": 1, "e_homo_ha": -0.2773, "e_lumo_ev": 0.41}

***

Record 3
{"formula": "C4H9NO2S", "method": "the ωB97M-V functional and the def2-TZVPD basis", "elements": ["N", "H", "O", "S", "H", "C", "H", "H", "H", "C", "O", "C", "C", "H", "H", "H", "H"], "positions_angstrom": [[1.14970, -2.80762, 0.68889], [-0.57390, 1.70222, -1.66128], [2.88468, -0.97484, 0.68554], [1.50704, -1.19126, 1.01723], [1.96810, -3.30873, 0.38376], [0.46747, -0.35683, -0.16154], [0.79031, -0.50786, -1.17695], [-1.05645, 2.76202, -0.33305], [-1.71037, -0.34732, -0.57973], [-0.11833, 0.94253, 0.29510], [1.05101, -0.89555, 2.34426], [-0.28597, 2.07753, -0.68221], [-0.97757, -0.27829, 0.21045], [0.64496, 2.63127, -0.78228], [0.72173, -3.25943, 1.48053], [0.17630, 1.24532, 1.29233], [-1.26199, -0.76031, 1.13263]], "atomic_forces_ev_per_a": [[0.08, 0.80, 0.06], [-0.04, 0.01, -0.14], [-0.07, -0.01, -0.29], [-0.01, -0.71, -0.44], [0.25, 0.01, -0.07], [0.47, -0.29, 0.70], [0.03, -0.01, -0.17], [-0.06, 0.05, -0.02], [0.04, 0.02, -0.13], [-0.03, 0.30, 0.04], [-0.34, -0.01, -0.04], [0.09, -0.19, 0.11], [-0.21, 0.03, 0.09], [0.05, 0.07, -0.06], [-0.13, 0.01, 0.21], [-0.06, -0.08, 0.05], [-0.04, 0.00, 0.10]], "nbo_charge": [-1.08, 0.20, -0.94, 2.31, 0.40, -0.51, 0.25, 0.22, 0.22, -0.21, -0.95, -0.60, -0.41, 0.22, 0.40, 0.24, 0.24], "mol_weight_g_mol": 135.19, "smiles": "C[C@H]1C[C@@H]1S(N)(=O)=O", "e_above_lowest_kcal_mol": 37.9, "multiplicity": 1, "e_homo_ha": -0.3915, "e_lumo_ev": 0.74}

***

Number 1: Kohn-Sham gap 9.2 eV, E -761.0305 hartree. Number 2: Kohn-Sham gap 8.0 eV, E -761.1894 hartree. Number 3: Kohn-Sham gap 11.4 eV, E -761.2030 hartree.